# C4H9NO

A cluster of 2 separate species, C4H9NO in total at a distorted geometry (ωB97M-V with the def2-TZVPD basis set, OMol25).

SMILES string ... C=CN.CC=O
Calculated total energy ... -287.71466 a.u.
Energy above the lowest of the compared OMol25 structures with the same formula, charge and spin ... 309.3 kJ/mol
Maximum force ... 5.37 eV Å⁻¹
Charge ... 0

Each line ends with the natural charge from an NBO analysis.
CARTESIAN COORDINATES (ANGSTROEM)
C  0.58  1.66  1.08  -0.522
C  1.06  1.70  -0.19  0.040
N  0.20  1.49  -1.33  -0.822
H  -0.41  1.41  1.46  0.184
H  1.10  2.05  1.81  0.184
H  2.05  1.89  -0.44  0.191
H  -0.79  1.16  -1.18  0.374
H  0.71  1.05  -2.04  0.374
C  -1.29  -1.52  0.27  -0.717
C  0.06  -2.10  -0.16  0.440
O  0.88  -1.49  -0.69  -0.517
H  -1.32  -1.23  1.37  0.246
H  -1.94  -2.35  0.09  0.225
H  -1.45  -0.61  -0.29  0.220
H  0.55  -3.11  0.22  0.101